# 1
14
Properties=species:S:1:pos:R:3:forces:R:3 method="wB97M-V/def2-TZVPD" total_charge=0 lumo_energy_ev=0.99 gap_ev=9.185
C -1.7278 -2.3715 2.6733 -0.67 -0.67 1.16
C 0.7209 0.1414 -1.0159 0.85 0.17 2.14
C 1.2037 1.5371 -0.5903 -2.36 -1.59 0.79
N -1.1921 -1.6283 1.8034 0.30 -1.58 -0.19
N 0.5294 0.0517 -2.2718 0.14 -2.13 -1.50
O -0.9574 -0.3631 2.2153 -0.50 0.79 0.55
H -2.1304 -2.0248 3.6583 0.65 0.05 -0.77
H -1.8073 -3.4701 2.5093 -0.04 1.12 -0.42
H 0.3416 1.8335 0.0974 1.77 -0.03 -0.02
H 1.1402 2.2476 -1.3671 0.38 1.07 -1.33
H 2.2197 1.4355 -0.1870 -0.63 0.27 0.42
H 0.5314 -0.8011 -2.8315 -0.85 -0.45 1.12
H 0.7739 0.7313 -2.9088 0.65 2.85 -1.53
H -0.5778 0.0412 1.4353 0.32 0.14 -0.43

=====

# 2
17
Properties=species:S:1:pos:R:3:forces:R:3 method="wB97M-V/def2-TZVPD" total_charge=0 lumo_energy_ev=0.51 gap_ev=8.624
C 0.6114 -1.1284 0.6606 -1.17 -2.85 -2.34
C -0.5201 -0.0904 0.7602 0.16 2.63 0.48
C -0.7934 0.4700 -0.6434 -1.36 1.20 1.53
C -2.0319 0.8019 -1.1421 1.30 -0.88 0.02
C 1.4687 1.4568 -1.4465 -4.29 -0.62 0.36
N 0.3331 0.7896 -1.3671 3.20 1.37 -1.59
N 0.8088 -1.9502 1.8170 -1.31 -0.46 2.07
H 1.6256 -0.8262 0.3678 -0.59 0.90 0.12
H 0.3647 -1.8799 -0.2215 0.15 1.51 1.47
H -1.4962 -0.3648 1.3208 1.76 -0.16 -1.14
H -0.1340 0.8684 1.3254 -0.50 -1.78 -0.62
H -3.0175 0.7615 -0.6223 1.28 -0.23 -0.28
H -2.0048 1.0145 -2.2071 -0.38 0.46 0.18
H 1.9015 2.2774 -0.8485 -0.58 -0.64 0.97
H 1.9098 1.5110 -2.4157 0.56 -0.82 -0.78
H -0.0941 -2.4690 2.1367 2.10 1.53 -0.70
H 1.0684 -1.2424 2.5257 -0.32 -1.14 0.24

=====

# 3
93
Properties=species:S:1:pos:R:3:forces:R:3 method="wB97M-V/def2-TZVPD" total_charge=+1 lumo_energy_ev=-4.33 gap_ev=6.740
Ta 0.7731 0.3030 0.0137 -0.33 0.32 0.96
N 1.4672 -3.7360 1.7721 0.09 -0.05 0.05
C 1.4701 -2.6988 0.9222 -0.09 0.13 -0.03
S 2.1828 -1.1685 1.4738 0.03 -0.12 0.04
N 0.9439 -2.8114 -0.2540 -0.03 -0.18 0.05
N 1.2365 -1.6351 -0.9498 0.02 -0.26 -0.15
C 1.9922 -1.7624 -1.9778 -0.04 -0.03 -0.04
C 2.2508 -3.0557 -2.6292 0.05 -0.04 -0.06
C 3.5473 -3.5471 -2.7718 -0.04 0.04 0.01
C 3.7525 -4.7757 -3.3796 0.02 -0.01 0.00
C 2.6715 -5.4979 -3.8650 0.02 -0.01 -0.01
C 1.3804 -5.0040 -3.7298 -0.02 0.01 0.00
C 1.1639 -3.7904 -3.1008 0.01 0.00 0.02
C 2.7224 -0.5402 -2.3354 0.10 0.09 0.03
C 3.5682 -0.4631 -3.4232 -0.01 -0.05 -0.04
C 4.3728 0.6553 -3.5671 0.06 -0.05 -0.05
C 4.2911 1.6577 -2.6209 0.07 0.07 0.01
C 3.3755 1.5391 -1.5946 -0.09 0.01 0.12
N 2.6009 0.4575 -1.4328 0.00 -0.08 -0.34
H 1.8823 -3.6539 2.6814 -0.02 0.01 0.00
H 1.1716 -4.6399 1.4433 -0.03 0.00 0.00
H 4.3905 -2.9849 -2.3870 -0.02 -0.02 -0.01
H 4.7562 -5.1679 -3.4756 -0.01 0.01 0.00
H 2.8352 -6.4512 -4.3510 0.00 0.02 0.01
H 0.5407 -5.5710 -4.1086 0.00 0.01 0.01
H 0.1606 -3.4048 -2.9662 0.02 -0.02 -0.01
H 3.5899 -1.2747 -4.1356 0.00 0.02 0.01
H 5.0549 0.7372 -4.4037 -0.03 0.00 0.02
H 4.9023 2.5480 -2.6805 -0.02 -0.04 0.00
H 3.2523 2.3392 -0.8816 -0.03 -0.03 0.01
C -3.5531 3.9037 -0.2631 0.01 0.02 -0.01
C -3.1110 2.4470 -0.4080 -0.01 0.00 0.04
C -3.1086 1.7328 0.9134 0.03 0.01 -0.02
C -4.3227 1.3754 1.4935 0.00 -0.03 0.00
C -4.3784 0.8461 2.7705 -0.04 0.00 -0.03
C -3.2116 0.6989 3.4996 0.02 -0.04 0.05
C -1.9758 1.0350 2.9588 0.00 0.04 -0.03
C -0.7539 0.8916 3.8386 -0.03 -0.04 -0.06
C -0.5558 2.0706 4.7941 -0.01 0.05 0.02
C -1.9381 1.5219 1.6417 -0.08 0.01 -0.01
N -0.6225 1.7994 1.0865 -0.18 -0.08 0.19
C -0.0150 2.8043 1.6269 0.09 0.04 -0.01
C 1.3995 2.7738 1.6384 -0.06 -0.04 -0.14
C 2.3647 3.5559 2.2315 -0.06 0.12 0.00
C 3.5780 2.8463 2.1178 0.12 0.02 0.03
C 3.2916 1.6638 1.4781 0.03 -0.04 -0.08
N 1.9569 1.5912 1.1674 0.36 0.32 0.09
H -3.5308 4.4098 -1.2290 0.00 -0.01 0.04
H -2.8896 4.4444 0.4160 -0.01 -0.01 -0.03
H -4.5647 3.9695 0.1398 0.01 -0.01 -0.01
H -2.1139 2.4271 -0.8273 0.10 -0.04 -0.08
H -3.7636 1.9277 -1.1086 -0.06 -0.01 0.00
H -5.2348 1.5292 0.9272 0.02 0.00 0.02
H -5.3303 0.5634 3.2033 0.03 0.01 -0.02
H -3.2490 0.2998 4.5087 0.00 0.02 -0.06
H 0.1478 0.7180 3.2501 0.04 0.03 -0.04
H -0.8886 -0.0024 4.4444 -0.02 -0.12 0.05
H -0.3970 3.0164 4.2722 0.00 -0.05 0.01
H 0.3062 1.8993 5.4409 -0.02 0.01 -0.01
H -1.4361 2.1971 5.4263 0.02 0.00 -0.01
H -0.5748 3.5663 2.1608 0.03 0.02 -0.01
H 2.2047 4.5119 2.7085 0.01 -0.06 -0.04
H 4.5465 3.1532 2.4810 -0.06 -0.03 -0.02
H 3.9680 0.8669 1.2069 -0.04 0.02 0.04
F -3.2823 0.2699 -2.8785 -0.07 -0.01 0.02
C -2.2464 -0.0729 -3.6139 0.09 0.10 0.02
F -2.0852 -1.3829 -3.6094 -0.06 -0.04 -0.01
F -2.3943 0.3656 -4.8515 -0.03 0.00 -0.04
S -0.6903 0.6495 -2.9284 -0.15 0.11 -0.28
O -0.7584 0.3182 -1.4886 0.43 -0.33 0.11
O 0.3911 0.0329 -3.6277 -0.05 0.04 -0.19
N -0.8984 2.1885 -3.1102 0.10 -0.04 -0.08
S 0.0465 3.1244 -2.2583 -0.21 0.17 -0.34
O -0.5976 4.3041 -1.8096 0.01 0.02 0.08
O 0.8379 2.3519 -1.2968 0.04 -0.03 0.36
C 1.3142 3.6643 -3.4837 -0.03 -0.03 0.10
F 2.2718 4.3260 -2.8379 0.02 0.04 -0.03
F 1.8440 2.5935 -4.0689 -0.01 0.01 -0.07
F 0.7612 4.4403 -4.3922 0.00 0.03 -0.02
O -1.9707 -1.8739 -0.5352 -0.12 -0.07 -0.11
C -1.5911 -1.6508 0.5778 -0.18 -0.06 -0.01
O -0.5927 -0.7685 0.8355 0.28 0.14 -0.03
C -2.1557 -2.2689 1.8020 -0.08 -0.05 0.00
C -1.4210 -2.3661 2.9765 -0.05 0.07 0.04
C -1.9841 -2.9656 4.0920 0.04 0.00 0.05
C -3.2844 -3.4513 4.0382 0.00 -0.01 0.03
C -4.0194 -3.3534 2.8637 0.00 0.00 -0.01
C -3.4504 -2.7743 1.7412 -0.04 -0.01 -0.06
H -0.4179 -1.9651 3.0128 0.05 0.03 0.02
H -1.4122 -3.0508 5.0086 -0.02 0.01 -0.03
H -3.7257 -3.9115 4.9143 0.02 0.02 -0.03
H -5.0323 -3.7337 2.8250 0.03 0.01 -0.01
H -4.0000 -2.6969 0.8110 0.02 0.00 0.04

=====

# 4
26
Properties=species:S:1:pos:R:3:forces:R:3 method="wB97M-V/def2-TZVPD" total_charge=+1 lumo_energy_ev=-2.90 gap_ev=11.762
C 1.4104 -1.1425 -0.6419 0.31 0.56 -0.41
C 0.4042 0.0308 -0.6471 2.67 2.13 -1.71
C -1.1136 -0.1860 -0.8103 1.88 1.29 0.64
C -1.4481 -0.8516 -2.1494 -2.14 4.95 -1.57
C -1.4625 -1.2104 0.1632 -1.43 -2.61 1.64
N 0.7589 1.0273 0.6356 -0.47 -3.74 1.44
H 1.0145 -2.0786 -0.9571 -0.81 -0.57 -0.57
H 1.8608 -1.4021 0.2896 -0.02 0.29 1.08
H 2.2780 -0.9532 -1.2866 -0.38 0.22 -0.02
H 0.7397 0.7138 -1.5241 -0.55 -0.87 1.47
H -1.4970 0.8983 -0.5931 -0.21 -2.15 -0.81
H -2.6298 -0.9578 -2.2691 2.61 0.59 0.12
H -1.0755 -1.7973 -2.2736 1.25 -2.25 0.04
H -0.9649 -0.1529 -2.9145 -1.21 -1.15 0.19
H -0.7019 -1.6676 0.7908 0.52 0.76 0.43
H -1.7316 -2.1223 -0.3904 -0.55 0.27 0.40
H -2.2884 -0.9341 0.7794 -0.67 -0.05 0.58
H 0.7315 0.4949 1.6164 0.45 0.90 -2.60
H -0.0505 1.6108 0.6874 -0.43 1.68 0.01
H 1.6899 1.4801 0.6137 -0.90 -0.17 -0.32
H 3.1057 0.0240 3.2941 -0.73 -0.67 -0.83
H 2.6855 -1.2683 2.5037 0.22 -0.14 0.24
O 2.4965 -0.3330 2.6014 0.43 0.86 0.60
H -0.9461 3.9127 0.2380 0.26 1.47 -0.31
H -1.8745 3.6049 1.5029 0.30 0.43 -0.43
O -1.3914 3.2603 0.7412 -0.41 -2.04 0.69

=====

# 5
12
Properties=species:S:1:pos:R:3:forces:R:3 method="wB97M-V/def2-TZVPD" total_charge=0 lumo_energy_ev=0.87 gap_ev=9.265
N -1.3521 1.0474 -0.1911 3.06 1.93 1.00
N 0.1446 1.4531 0.5053 -3.15 -0.71 -0.69
N 1.1990 0.9702 -0.2311 0.39 0.61 -0.74
P 1.3418 -0.7087 0.1263 0.40 0.04 0.14
P -1.6198 -0.4759 -0.0088 -0.88 -0.71 -0.23
H 0.0741 2.4643 0.4222 0.08 -0.24 -0.18
H 1.1695 1.1868 -1.2331 -0.15 -0.06 0.29
H 2.0320 -0.5043 1.3209 0.24 -0.19 0.44
H 2.5099 -0.8776 -0.6158 0.36 -0.25 -0.33
H -1.3847 -1.1223 1.1967 0.11 -0.16 0.44
H -1.1736 -1.4480 -0.9165 0.07 -0.14 -0.09
H -2.9862 -0.6205 -0.1763 -0.53 -0.11 -0.05

=====

# 6
16
Properties=species:S:1:pos:R:3:forces:R:3 method="wB97M-V/def2-TZVPD" total_charge=0 lumo_energy_ev=0.56 gap_ev=8.526
C 0.6754 -1.4156 -0.4214 0.12 -0.24 -0.01
C 0.4281 -0.1163 -1.1567 -0.18 0.06 -0.23
C -0.8873 0.6439 -1.1978 -0.19 0.04 -0.15
C -1.2565 0.8889 0.2849 -0.07 0.21 -0.09
C 0.0146 0.6024 1.0398 0.06 0.04 -0.19
C 0.8631 -0.0935 0.2505 -0.33 0.27 -0.15
H -0.2138 -1.9530 -0.0817 0.32 0.05 0.11
H 1.4943 -2.0639 -0.7199 -0.02 0.17 -0.06
H 1.2061 0.1367 -1.8791 -0.24 -0.04 0.09
H -0.6901 1.6126 -1.6661 -0.06 -0.15 -0.11
H -1.6730 0.1397 -1.7613 -0.12 0.14 0.03
H -1.9463 0.0912 0.6277 0.17 0.26 0.01
H -1.7607 1.8361 0.4932 0.04 0.00 -0.16
H 1.6999 -0.6264 2.4020 0.46 -0.08 -0.01
H 0.1363 0.7846 2.1071 -0.20 -0.43 -0.14
H 1.9101 -0.4675 1.6786 0.22 -0.31 1.04

=====

# 7
42
Properties=species:S:1:pos:R:3:forces:R:3 method="wB97M-V/def2-TZVPD" total_charge=+2 lumo_energy_ev=-11.55 gap_ev=3.231
C 3.3054 -3.3328 1.1984 0.43 -0.17 1.73
N 2.9506 -2.2628 0.1737 -2.87 -0.86 -0.09
C 2.6999 -2.8458 -1.2014 -0.26 -0.40 -2.32
C 1.5823 -1.7126 0.6111 -5.79 -2.57 0.35
O 0.4916 -2.4719 0.3118 6.72 5.00 1.49
C 1.3580 -0.3197 1.4501 0.51 -2.75 0.77
Nb 1.9602 1.5828 0.3519 -2.97 0.55 0.87
N 0.8786 2.7747 1.8389 2.56 -0.24 -2.53
C 0.0842 1.6329 -0.9388 -3.32 -0.62 -3.13
C -0.8752 0.3079 -0.8334 -0.16 -0.15 0.57
C -2.3470 0.5136 -1.6034 2.36 0.18 -3.32
F -2.1627 -0.2183 -2.9150 -1.02 2.23 3.98
F -2.5965 1.9290 -1.9978 0.25 -4.29 1.60
C -3.5897 -0.2348 -0.8590 0.05 -4.18 -4.93
F -3.0904 -1.5959 -0.4335 -1.81 5.14 -1.19
F -4.6105 -0.5309 -1.9329 3.31 1.27 3.85
S -4.4740 0.7129 0.4719 -0.82 -2.42 2.66
F -5.8287 -0.3780 0.2849 2.63 3.04 0.52
F -3.8545 -0.4491 1.6235 -1.51 3.11 -2.05
F -3.1381 1.6997 0.8724 -2.98 -1.63 -1.22
F -5.1714 1.8529 -0.5979 1.62 -2.25 2.41
F -5.3413 1.4683 1.7497 1.20 -0.84 -1.60
N 3.0790 0.5287 -1.1679 4.62 5.80 -0.85
C 4.0797 1.4392 -1.5233 4.12 2.52 1.74
O 5.1525 2.2652 -1.6323 -9.43 -7.37 0.46
H 4.4511 -3.6411 1.1786 -2.49 0.72 -0.40
H 2.5967 -4.2842 1.0763 1.63 2.06 0.24
H 3.1374 -2.8311 2.2670 0.31 -1.28 -2.27
H 1.9546 -2.1569 -1.8267 1.73 -1.39 1.56
H 3.6824 -2.9095 -1.8738 -1.90 0.08 1.92
H 2.1841 -3.9082 -1.1404 1.26 2.14 -0.08
H 0.2575 -0.2557 1.9083 2.38 -0.42 -1.19
H 2.0699 -0.3943 2.4057 -1.00 0.16 -1.86
H 3.4122 1.7234 1.4505 0.37 0.12 -0.06
H 2.4848 3.1418 -0.4371 0.57 -0.22 0.13
H 1.5468 3.0676 2.5925 -1.29 -0.11 -0.32
H 0.4717 3.6236 1.3546 0.74 -0.86 1.11
H 0.4227 1.7428 -2.0745 -0.23 -0.29 2.51
H -0.5054 2.6193 -0.6821 1.56 -1.70 0.21
H -0.3229 -0.6112 -1.3264 -1.48 1.87 0.90
H -1.1568 -0.0097 0.2684 0.79 0.81 -2.17
Al -7.2287 2.7284 1.5570 -0.43 0.21 0.03

=====

# 8
11
Properties=species:S:1:pos:R:3:forces:R:3 method="wB97M-V/def2-TZVPD" total_charge=0 lumo_energy_ev=0.47 gap_ev=12.113
N -2.6488 0.8425 0.7941 0.91 -0.46 -0.77
C -1.8503 0.4495 0.0544 -0.52 0.40 0.52
C -0.8314 -0.0197 -0.9237 -0.11 -0.01 -0.02
O 0.4068 0.6451 -0.8256 0.07 -0.17 -0.07
C 1.2212 0.3817 0.2983 -0.04 -0.07 0.25
C 1.1575 -0.9920 0.8547 0.15 -0.75 0.57
N 1.1995 -2.0082 1.4073 -0.17 1.02 -0.76
H -1.1933 0.1842 -1.9365 -0.01 0.02 0.24
H -0.7081 -1.1039 -0.8312 -0.08 0.05 0.13
H 2.2552 0.5510 -0.0144 -0.17 0.07 0.01
H 0.9916 1.0698 1.1226 -0.05 -0.10 -0.11

=====

ΔE to the lowest compared entry with this formula, charge and spin / kJ/mol: 536.71; 317.08; 63.05; 179.53; 449.30; 445.82; 821.00; 165.48